[1]
Molecular formula: CH24O11
Method: DFT, ωB97M-V/def2-TZVPD

```
! wB97M-V def2-TZVPD RIJCOSX def2/J DEFGRID3
* xyz 0 1
C -0.47 -0.86 3.18
O 0.31 -1.76 2.43
H -1.07 -0.26 2.48
H -1.11 -1.41 3.85
H 0.22 -0.19 3.75
H 1.10 -1.94 2.96
O 3.10 -0.58 2.44
H 3.48 -0.87 1.61
H 2.86 0.35 2.19
O -1.02 -1.06 -3.09
H -0.83 -0.45 -2.47
H -0.21 -1.31 -3.62
O -2.33 -3.41 -2.27
H -2.23 -2.54 -2.65
H -1.54 -3.82 -2.63
O 0.75 -0.99 -0.41
H 1.49 -1.12 0.18
H -0.01 -1.42 -0.02
O -2.58 2.12 -2.50
H -1.61 2.25 -2.53
H -2.86 2.89 -3.07
O 2.71 3.81 -0.58
H 3.30 3.90 -1.34
H 1.88 3.35 -0.65
O 0.90 1.84 -0.82
H 0.93 0.86 -0.68
H -0.10 1.84 -0.89
O -1.78 -1.98 0.53
H -1.63 -2.67 1.18
H -2.40 -2.45 0.03
O 2.56 1.97 2.03
H 2.97 2.43 1.20
H 1.60 2.03 1.80
O -1.73 0.66 -0.61
H -2.62 0.87 -1.02
H -2.03 -0.06 0.03
*
```

## Properties
SMILES = CO.O.O.O.O.O.O.O.O.O.O
E_HOMO = -10.35 eV
Kohn-Sham gap = 10.57 eV
DFT total energy = -23948.9928 eV
LUMO = 0.226 eV
energy above the lowest of the compared OMol25 structures with the same formula, charge and spin = 0.205 eV



[2]
Molecular formula: C42H49N5P
Method: DFT, ωB97M-V/def2-TZVPD

```
! wB97M-V def2-TZVPD RIJCOSX def2/J DEFGRID3
* xyz 1 1
C 4.52 -1.34 -5.40
N 4.60 -0.89 -4.02
C 5.94 -0.79 -3.47
C 3.49 -0.46 -3.33
C 3.61 0.16 -2.05
C 2.49 0.42 -1.28
C 1.19 0.13 -1.75
P -0.24 0.20 -0.60
C -1.45 -0.88 -1.47
C -1.35 -2.29 -1.48
C -2.19 -3.08 -2.24
C -3.21 -2.51 -3.04
N -4.05 -3.28 -3.79
C -5.19 -2.74 -4.50
C -3.84 -4.71 -3.95
C -3.35 -1.09 -3.00
C -2.46 -0.31 -2.28
C 0.33 -0.92 0.72
C -0.25 -0.84 2.00
C 0.07 -1.79 2.98
C 0.92 -2.89 2.69
N 1.13 -3.88 3.61
C 1.84 -5.10 3.28
C 0.69 -3.78 4.98
C 1.52 -2.94 1.41
C 1.23 -1.98 0.45
C 1.07 -0.34 -3.08
C 2.18 -0.61 -3.87
H 3.86 -0.69 -5.99
H 5.52 -1.31 -5.83
H 4.14 -2.37 -5.50
H 5.92 -0.87 -2.39
H 6.58 -1.57 -3.89
H 6.41 0.17 -3.74
H 4.60 0.41 -1.67
H 2.63 0.83 -0.28
H -0.59 -2.78 -0.89
H -2.06 -4.17 -2.22
H -5.58 -1.87 -3.98
H -4.94 -2.45 -5.53
H -5.97 -3.51 -4.56
H -2.80 -4.95 -4.19
H -4.11 -5.28 -3.04
H -4.48 -5.07 -4.76
H -4.14 -0.60 -3.57
H -2.56 0.77 -2.35
H -0.96 -0.06 2.25
H -0.38 -1.68 3.97
H 1.50 -5.53 2.33
H 2.93 -4.95 3.20
H 1.67 -5.84 4.07
H 0.51 -2.74 5.25
H -0.23 -4.35 5.16
H 1.46 -4.19 5.65
H 2.23 -3.73 1.16
H 1.67 -2.07 -0.53
H 0.08 -0.55 -3.50
H 2.05 -0.96 -4.89
C 4.99 4.99 2.00
N 3.79 4.68 2.75
C 3.80 4.98 4.17
C 2.68 4.10 2.19
C 1.76 3.42 3.03
C 0.67 2.76 2.49
C 0.41 2.75 1.10
C -0.77 2.08 0.46
C -2.05 2.21 1.15
C -3.38 2.10 0.55
C -3.90 2.13 -0.74
C -5.24 1.77 -0.93
C -6.10 1.49 0.15
C -5.64 1.65 1.47
C -4.30 2.00 1.62
N -3.61 2.20 2.81
C -4.19 2.19 4.14
C -2.29 2.41 2.53
C 1.29 3.51 0.28
C 2.40 4.17 0.80
H 4.86 4.75 0.94
H 5.24 6.06 2.11
H 5.85 4.42 2.39
H 2.77 5.14 4.52
H 4.24 4.16 4.77
H 4.39 5.88 4.36
H 1.91 3.40 4.12
H 0.01 2.28 3.20
H -0.88 2.28 -0.62
H -3.26 2.43 -1.57
H -5.64 1.68 -1.93
H -7.13 1.16 -0.02
H -6.26 1.46 2.35
H -5.20 1.78 4.08
H -3.60 1.56 4.81
H -4.26 3.20 4.57
H -1.68 2.79 3.34
H 1.06 3.62 -0.78
H 3.04 4.78 0.15
*
```

## Properties
E_HOMO = -9.40 eV
Kohn-Sham gap = 6.78 eV
DFT total energy = -61081.2248 eV
LUMO = -2.626 eV



[3]
Molecular formula: CH3N4Si
Method: DFT, ωB97M-V/def2-TZVPD

```
! wB97M-V def2-TZVPD RIJCOSX def2/J DEFGRID3
* xyz -1 1
C -0.65 1.63 1.01
N -1.66 3.14 2.34
N -1.29 1.86 2.10
N -0.78 3.50 0.31
N -1.38 3.89 1.32
Si -0.11 0.12 0.12
H -0.95 0.17 -1.31
H -0.56 -1.23 0.50
H 1.39 -0.10 0.19
*
```

## Properties
E_HOMO = -3.79 eV
Kohn-Sham gap = 7.67 eV
DFT total energy = -14920.7706 eV
LUMO = 3.882 eV
energy above the lowest of the compared OMol25 structures with the same formula, charge and spin = 2.933 eV



[4]
Molecular formula: C33H78N2O7
Method: DFT, ωB97M-V/def2-TZVPD

```
! wB97M-V def2-TZVPD RIJCOSX def2/J DEFGRID3
* xyz 0 1
C 1.46 -0.41 4.17
C 0.32 0.40 4.85
C -0.22 1.53 3.93
C -0.83 -0.61 5.14
C -1.80 -0.27 6.28
C -1.03 0.10 7.57
C -0.07 1.27 7.31
C -0.87 2.57 7.17
C 0.78 1.31 8.56
N 0.71 0.99 6.11
O 1.89 1.73 6.07
H 1.02 -1.27 3.68
H 1.93 0.28 3.47
H 2.09 -0.84 4.94
H -1.29 1.72 4.03
H 0.15 2.53 4.18
H 0.03 1.45 2.88
H -1.44 -0.68 4.24
H -0.48 -1.60 5.45
H -2.42 0.60 6.04
H -2.47 -1.11 6.46
H -0.62 -0.84 7.94
H -1.84 0.32 8.27
H -1.42 2.72 8.11
H -1.57 2.50 6.34
H -0.29 3.49 7.13
H 1.44 2.19 8.46
H 1.47 0.48 8.65
H 0.14 1.55 9.40
H 2.58 1.22 6.51
C 1.42 0.21 -2.72
C 0.48 -0.64 -1.83
C 0.64 -2.10 -2.27
C 1.04 -0.65 -0.38
C 0.53 0.56 0.41
C -1.00 0.55 0.47
C -1.66 0.57 -0.91
C -3.11 0.08 -0.80
C -1.69 2.03 -1.40
N -0.90 -0.26 -1.86
O -1.53 -0.44 -3.08
H 1.63 -0.19 -3.70
H 1.04 1.24 -2.74
H 2.36 0.42 -2.20
H 0.37 -2.23 -3.32
H 1.55 -2.67 -2.08
H -0.13 -2.69 -1.76
H 0.91 -1.58 0.19
H 2.14 -0.64 -0.35
H 1.03 0.60 1.37
H 0.91 1.40 -0.18
H -1.36 1.31 1.17
H -1.33 -0.32 1.06
H -3.05 -0.75 -0.08
H -3.51 -0.30 -1.73
H -3.69 0.83 -0.26
H -0.83 2.22 -2.05
H -1.77 2.76 -0.60
H -2.49 2.21 -2.12
H -1.88 -1.34 -3.09
C 3.64 -6.21 -0.38
C 2.44 -5.79 0.48
C 1.16 -5.53 -0.26
O 2.21 -6.86 1.43
H 4.47 -6.63 0.18
H 4.11 -5.38 -0.92
H 3.34 -6.91 -1.16
H 2.84 -4.90 0.99
H 0.52 -4.80 0.24
H 0.69 -6.42 -0.67
H 1.41 -4.94 -1.16
H 2.70 -6.61 2.22
C 2.92 3.97 0.90
C 4.16 3.99 -0.03
C 4.95 5.25 0.18
O 4.91 2.79 0.22
H 3.04 4.61 1.79
H 2.64 3.00 1.32
H 2.00 4.47 0.57
H 3.68 3.84 -1.00
H 5.83 5.37 -0.44
H 5.29 5.32 1.21
H 4.29 6.10 0.00
H 4.56 2.13 -0.38
C -8.16 -0.58 -0.86
C -7.30 0.11 -1.91
C -6.17 -0.82 -2.42
O -8.16 0.35 -3.03
H -8.39 -1.61 -1.16
H -9.13 -0.07 -0.87
H -7.76 -0.76 0.13
H -6.85 1.04 -1.56
H -5.42 -1.11 -1.68
H -5.72 -0.23 -3.23
H -6.47 -1.83 -2.72
H -7.55 0.58 -3.75
C -2.59 -3.91 -6.63
C -1.19 -3.28 -6.60
C -1.07 -1.78 -6.19
O -0.35 -3.95 -5.64
H -3.12 -3.23 -7.30
H -2.99 -3.90 -5.61
H -2.67 -4.94 -6.95
H -0.71 -3.41 -7.57
H -1.87 -1.66 -5.46
H -1.32 -1.11 -7.01
H -0.10 -1.52 -5.80
H -0.82 -4.71 -5.29
C 3.06 2.51 -5.30
C 4.17 3.17 -4.48
C 3.63 4.35 -3.71
O 4.67 2.15 -3.59
H 2.38 2.12 -4.53
H 3.25 1.63 -5.91
H 2.47 3.24 -5.86
H 4.94 3.40 -5.22
H 2.69 4.16 -3.20
H 3.40 5.17 -4.40
H 4.36 4.70 -2.99
H 5.61 2.34 -3.50
*
```

## Properties
SMILES = CC1(C)CCCC(C)(C)N1O.CC1(C)CCCC(C)(C)N1O.CC(C)O.CC(C)O.CC(C)O.CC(C)O.CC(C)O
E_HOMO = -7.89 eV
Kohn-Sham gap = 8.35 eV
DFT total energy = -52792.6014 eV
LUMO = 0.452 eV
energy above the lowest of the compared OMol25 structures with the same formula, charge and spin = 4.639 eV



[5]
Molecular formula: C4H8O2
Method: DFT, ωB97M-V/def2-TZVPD

```
! wB97M-V def2-TZVPD RIJCOSX def2/J DEFGRID3
* xyz 0 1
C 1.13 -0.71 1.20
C 0.53 0.64 -1.09
C -0.47 1.74 -0.92
O -0.06 -0.53 0.43
C -0.92 -1.57 0.29
O -1.69 -1.64 -0.62
H 1.56 0.28 1.31
H 0.89 -1.15 2.17
H 1.84 -1.33 0.64
H 0.10 -0.07 -1.82
H -1.54 1.49 -1.04
H -0.19 2.41 -1.75
H -0.33 2.31 0.00
H -0.84 -2.30 1.11
*
```

## Properties
E_HOMO = -7.94 eV
Kohn-Sham gap = 8.73 eV
DFT total energy = -8368.1973 eV
LUMO = 0.793 eV
energy above the lowest of the compared OMol25 structures with the same formula, charge and spin = 5.084 eV



[6]
Molecular formula: C16H12F6NO6PPdS2
Method: DFT, ωB97M-V/def2-TZVPD

```
! wB97M-V def2-TZVPD RIJCOSX def2/J DEFGRID3
* xyz -2 1
Pd 0.10 -0.43 -0.55
O 4.25 2.08 0.27
C 3.16 1.54 -0.04
O 2.88 0.33 -0.08
C 2.02 2.56 -0.33
P 0.30 1.89 -0.25
C -0.21 2.49 1.42
C 0.73 2.17 2.41
C 0.51 2.49 3.74
C -0.67 3.12 4.12
C -1.62 3.40 3.15
C -1.40 3.08 1.82
C -0.48 2.97 -1.53
C -1.30 4.07 -1.38
C -1.82 4.74 -2.49
C -1.51 4.31 -3.77
C -0.68 3.21 -3.94
C -0.19 2.55 -2.83
H 2.15 2.96 -1.34
H 2.12 3.41 0.36
H 1.65 1.66 2.14
H 1.26 2.23 4.47
H -0.85 3.37 5.16
H -2.57 3.85 3.44
H -2.20 3.25 1.12
H -1.55 4.47 -0.41
H -2.46 5.60 -2.34
H -1.92 4.83 -4.64
H -0.44 2.84 -4.93
H 0.41 1.65 -2.97
F -4.25 -2.00 -2.47
C -4.12 -1.27 -1.34
F -4.64 -2.00 -0.34
F -4.92 -0.19 -1.49
S -2.38 -0.70 -1.00
O -2.63 0.05 0.21
O -2.09 -0.03 -2.26
N -1.88 -2.24 -0.85
S -0.40 -2.80 -0.79
O 0.44 -2.60 -1.96
O 0.24 -2.86 0.51
C -0.91 -4.58 -1.01
F -1.73 -5.02 -0.04
F -1.52 -4.82 -2.18
F 0.20 -5.35 -0.97
*
```

## Properties
E_HOMO = -1.56 eV
Kohn-Sham gap = 6.26 eV
DFT total energy = -81306.4541 eV
LUMO = 4.706 eV
energy above the lowest of the compared OMol25 structures with the same formula, charge and spin = 0.843 eV



[7]
Molecular formula: C20H35F5O8
Method: DFT, ωB97M-V/def2-TZVPD

```
! wB97M-V def2-TZVPD RIJCOSX def2/J DEFGRID3
* xyz 0 1
C 0.60 0.29 -1.53
O 0.16 -0.10 -0.18
C -1.22 0.37 0.05
C -2.03 -0.84 0.80
C -1.41 -1.07 2.34
C -2.53 -1.56 3.43
C -2.75 -3.22 3.45
O -4.21 -3.42 3.47
C -2.14 -3.76 4.87
C -0.79 -4.69 4.73
C 0.03 -4.73 6.16
C 0.86 -6.13 6.42
F -0.03 -7.27 6.82
F 1.83 -5.97 7.56
C 1.76 -6.63 5.14
F 0.90 -7.41 4.19
F 2.84 -7.55 5.65
F 2.49 -5.50 4.46
O -2.08 -3.72 2.24
C -2.57 -5.04 1.83
O -1.95 -5.64 0.77
H 0.24 1.37 -1.86
H 0.25 -0.51 -2.32
H 1.79 0.27 -1.55
H -1.23 1.29 0.77
H -1.77 0.65 -0.94
H -3.20 -0.66 0.89
H -1.86 -1.84 0.17
H -0.42 -1.71 2.32
H -1.07 0.02 2.68
H -2.30 -1.12 4.48
H -3.58 -1.09 3.10
H -4.61 -3.05 2.63
H -2.97 -4.43 5.41
H -1.88 -2.91 5.65
H -0.04 -4.33 3.91
H -1.12 -5.77 4.45
H 0.82 -3.85 6.28
H -0.72 -4.59 7.07
H -3.49 -5.62 2.27
C -1.24 6.11 -5.04
C -0.33 4.96 -4.66
O -0.72 4.39 -3.40
C -1.67 3.44 -3.24
C -2.60 3.14 -4.38
O -1.82 2.88 -2.15
H -2.28 5.78 -5.16
H -0.91 6.58 -5.97
H -1.24 6.87 -4.24
H -0.29 4.19 -5.44
H 0.69 5.33 -4.53
H -3.49 3.76 -4.28
H -2.88 2.08 -4.33
H -2.14 3.29 -5.36
C 5.97 3.65 -3.87
C 5.27 5.00 -3.81
O 4.33 5.14 -4.89
C 3.05 4.70 -4.86
C 2.64 3.75 -3.77
O 2.26 5.01 -5.75
H 5.26 2.83 -3.76
H 6.72 3.57 -3.09
H 6.45 3.51 -4.85
H 4.80 5.18 -2.85
H 6.02 5.79 -3.95
H 2.77 2.73 -4.12
H 1.59 3.93 -3.54
H 3.18 3.89 -2.84
*
```

## Properties
SMILES = COCCCC[C@](O)(CCCC(F)(F)C(F)(F)F)OC=O.CCOC(C)=O.CCOC(C)=O
E_HOMO = -9.51 eV
Kohn-Sham gap = 9.92 eV
DFT total energy = -51266.8812 eV
LUMO = 0.411 eV



[8]
Molecular formula: C4H7NO2
Method: DFT, ωB97M-V/def2-TZVPD

```
! wB97M-V def2-TZVPD RIJCOSX def2/J DEFGRID3
* xyz 0 1
O -1.18 0.26 1.98
C -0.43 0.02 1.06
C 1.07 0.24 1.00
N 1.41 -0.19 -0.36
C 0.24 0.08 -1.19
C -0.88 -0.48 -0.31
O -2.15 -0.05 -0.70
H 1.27 1.30 1.22
H 1.59 -0.36 1.76
H 2.25 0.26 -0.71
H 0.31 -0.42 -2.16
H 0.03 1.15 -1.36
H -0.80 -1.58 -0.29
H -2.74 -0.23 0.04
*
```

## Properties
SMILES = O=C1CNC[C@@H]1O
E_HOMO = -9.52 eV
Kohn-Sham gap = 10.41 eV
DFT total energy = -9846.0196 eV
LUMO = 0.890 eV
energy above the lowest of the compared OMol25 structures with the same formula, charge and spin = 1.260 eV